Record 1
# C4H14N3

2 unconnected molecules or ions with the total composition C4H14N3 at a distorted geometry (ωB97M-V/def2-TZVPD, the OMol25 dataset).

Each line ends with the Löwdin charge.
CARTESIAN COORDINATES (ANGSTROEM)
C1 -0.02828 1.78390 -2.15032  -0.131
C2 -0.99842 0.68051 -0.17848  -0.510
N1 -0.86420 0.74496 -1.52999  -0.044
N2 -0.59485 1.82488 0.54654  0.086
N3 -1.65161 -0.47614 0.33406  0.088
H1 -1.04305 -0.03465 -2.10027  0.092
H2 -0.33800 2.66809 0.14151  0.033
H3 -0.35426 1.60275 1.52201  0.077
H4 -2.27618 -0.19859 1.06778  0.068
H5 -1.29377 -1.38158 0.24461  0.015
H6 0.47476 1.45508 -3.04392  0.061
H7 0.96446 2.11802 -1.76222  0.082
H8 -0.66865 2.66982 -2.30602  0.080
C3 1.03970 -2.12633 0.55465  -0.241
C4 1.09260 -1.29526 1.77537  -0.234
H9 1.84201 -2.85724 0.57574  0.051
H10 0.16439 -2.81490 0.39236  0.064
H11 0.98550 -1.50899 -0.46848  0.107
H12 1.24836 -0.09118 1.50641  0.102
H13 2.08455 -1.44783 2.35874  0.077
H14 0.21493 -1.31531 2.51993  0.078

Values from the calculation:
energy: -8841.5040 eV
LUMO level (spin up / spin down): 0.978 / 0.938 eV
orbital gap (spin up / spin down): 0.1793 / 0.3579 Ha
strongest force on any atom: 5.04 eV/Å
relative energy (zero: lowest compared OMol25 entry of this formula, charge and spin): 178.60 kJ/mol
2S+1: 2

=====

Record 2
# C4H14N3

2 unconnected molecules or ions with the total composition C4H14N3 at a distorted geometry (ωB97M-V/def2-TZVPD, the OMol25 dataset).

Each line ends with the Löwdin charge.
CARTESIAN COORDINATES (ANGSTROEM)
C1 -1.70054 -0.03295 -1.47470  -0.382
C2 -0.46873 -0.49266 -1.85450  -0.291
N1 0.66325 0.36042 -1.45465  0.085
N2 -2.94306 -0.67118 -1.63630  -0.034
H1 -1.75915 0.90619 -0.88757  0.060
H2 -0.29872 -1.41293 -2.40606  0.058
H3 1.26129 0.67908 -2.19884  0.134
H4 0.35353 1.19761 -0.89870  0.153
H5 1.24434 -0.10676 -0.74708  0.065
H6 -2.91857 -1.58705 -2.13683  0.077
H7 -3.56140 -0.67265 -0.83196  0.051
C3 1.08530 -0.83378 1.35470  -0.112
C4 1.81417 0.46223 1.78569  -0.358
N3 1.14393 1.08235 2.93048  -0.022
H8 0.05009 -0.68186 1.10718  0.051
H9 1.46479 -1.28570 0.39587  0.070
H10 1.14135 -1.63213 2.09140  0.078
H11 2.82700 0.16615 2.10002  0.106
H12 2.00866 1.09874 0.95813  0.065
H13 1.55593 1.98616 3.17688  0.066
H14 0.20087 1.32699 2.53365  0.082

Values from the calculation:
energy: -8840.2408 eV
LUMO level (spin up / spin down): 0.401 / 0.302 eV
orbital gap (spin up / spin down): 0.1156 / 0.2678 Ha
strongest force on any atom: 3.36 eV/Å
relative energy (zero: lowest compared OMol25 entry of this formula, charge and spin): 300.48 kJ/mol
2S+1: 2

=====

Record 3
# C4H14N3

2 unconnected molecules or ions with the total composition C4H14N3 at a distorted geometry (ωB97M-V/def2-TZVPD, the OMol25 dataset).

Each line ends with the Löwdin charge.
CARTESIAN COORDINATES (ANGSTROEM)
N1 -0.44774 1.18857 -1.64531  0.281
C1 -0.32964 0.22432 -0.60613  -0.385
C2 -0.72237 -1.19157 -1.07097  -0.126
C3 -0.07799 -1.46531 -2.45457  -0.257
N2 -0.91254 -0.79840 -3.45184  0.077
C4 -1.22607 0.65368 0.59515  -0.190
N3 -0.66821 1.92857 1.07350  0.051
H1 0.44304 1.63617 -1.85339  0.114
H2 17.68046 -3.00690 31.31944  0.000
H3 -0.99808 0.20248 -3.20996  0.060
H4 0.75865 0.14653 -0.17037  0.186
H5 -1.85896 -1.19338 -1.26984  0.162
H6 -0.49355 -1.94862 -0.38992  0.109
H7 -0.06584 -2.60917 -2.64548  0.166
H8 0.99616 -1.10444 -2.41650  0.135
H9 17.69373 -2.53793 30.88379  0.000
H10 -0.60894 -0.92526 -4.44118  0.124
H11 -2.23152 0.84198 0.17578  0.133
H12 -1.26253 -0.08887 1.44672  0.155
H13 -0.48101 2.55063 0.23507  0.099
H14 -1.23581 2.47881 1.72054  0.105

Values from the calculation:
energy: -8832.4268 eV
LUMO level: -8.612 eV
orbital gap: 0.1948 Ha
strongest force on any atom: 5.22 eV/Å
relative energy (zero: lowest compared OMol25 entry of this formula, charge and spin): 732.89 kJ/mol
net charge: +1